The molecule C3H4N2, computed with ωB97M-V/def2-TZVPD.

Output
Maximum force ... 0.009 hartree/bohr
Total energy ... -6150.048 eV
Lowest unoccupied orbital energy (alpha / beta) ... -0.415 / -0.410 eV
Kohn-Sham gap (alpha / beta) ... 7.80 / 7.80 eV
Molar mass ... 68.1 g/mol
Highest occupied orbital energy (alpha / beta) ... -8.21 / -8.21 eV

The geometry in ORCA input format:
```
! RIJCOSX wB97M-V def2-TZVPD def2/J DEFGRID3
* xyz 0 1
N -0.97072 -1.83185 0.32450
C -0.51616 1.39332 -0.38772
C 0.76836 0.97505 -0.12352
C 0.79839 -0.41016 -0.05548
N -0.47877 -0.83241 -0.23162
H -1.87929 -1.99949 -0.12694
H -0.93744 2.17615 0.25689
H 1.61402 1.61596 0.11783
H 1.60162 -1.08657 0.22608
*
```

=====

The molecule C3H4N2 at a distorted geometry, computed with ωB97M-V/def2-TZVPD.

Output
Maximum force ... 0.052 hartree/bohr
SMILES ... N#C[C@H]1CN1
Total energy ... -6154.232 eV
Lowest unoccupied orbital energy ... 0.737 eV
Kohn-Sham gap ... 11.28 eV
Molar mass ... 68.1 g/mol
Highest occupied orbital energy ... -10.54 eV

The geometry in ORCA input format:
```
! RIJCOSX wB97M-V def2-TZVPD def2/J DEFGRID3
* xyz 0 1
N 2.22895 0.11079 -0.21534
C 1.13526 -0.06293 0.13176
C -0.28163 -0.20514 0.54293
C -1.25718 0.74623 -0.03588
N -1.12539 -0.61803 -0.50814
H -0.43144 -0.64725 1.54403
H -0.88584 1.48504 -0.71574
H -2.06367 1.06515 0.61321
H -1.92267 -1.22116 -0.21003
*
```

=====

The molecule C3H4N2 at a distorted geometry, computed with ωB97M-V/def2-TZVPD.

Output
Maximum force ... 0.062 hartree/bohr
SMILES ... N#C[C@H]1CN1
Total energy ... -6154.109 eV
Lowest unoccupied orbital energy ... 0.722 eV
Kohn-Sham gap ... 11.25 eV
Molar mass ... 68.1 g/mol
Highest occupied orbital energy ... -10.53 eV

The geometry in ORCA input format:
```
! RIJCOSX wB97M-V def2-TZVPD def2/J DEFGRID3
* xyz 0 1
N 2.81405 0.00791 -0.36301
C 1.71095 -0.17017 -0.01562
C 0.31513 -0.28337 0.34731
C -0.73816 0.62302 -0.14408
N -0.74509 -0.69696 -0.62133
H 0.18476 -0.59807 1.40108
H -0.49300 1.37231 -0.95288
H -1.55781 0.93737 0.52436
H -1.49082 -1.19204 -0.17582
*
```

=====

The molecule C3H4N2 at a distorted geometry, computed with ωB97M-V/def2-TZVPD.

Output
Maximum force ... 0.087 hartree/bohr
SMILES ... [H]/N=C(/N)C#C
Total energy ... -6153.705 eV
Lowest unoccupied orbital energy ... 0.910 eV
Kohn-Sham gap ... 10.33 eV
Molar mass ... 68.1 g/mol
Highest occupied orbital energy ... -9.42 eV

The geometry in ORCA input format:
```
! RIJCOSX wB97M-V def2-TZVPD def2/J DEFGRID3
* xyz 0 1
H -0.17415 1.87848 -0.07657
N -0.97626 1.28463 0.02343
C -0.51557 0.11960 -0.05009
N -1.21293 -0.99901 -0.01601
C 0.93510 -0.17190 -0.00733
C 2.12661 -0.07990 0.01596
H -0.73743 -1.92945 -0.06602
H -2.23488 -0.96608 0.26514
H 3.19398 -0.18911 0.07428
*
```

=====

The molecule C3H4N2 at a distorted geometry, computed with ωB97M-V/def2-TZVPD.

Output
Maximum force ... 0.023 hartree/bohr
SMILES ... N#C[C@H]1CN1
Total energy ... -6154.291 eV
Lowest unoccupied orbital energy ... 0.824 eV
Kohn-Sham gap ... 11.16 eV
Molar mass ... 68.1 g/mol
Highest occupied orbital energy ... -10.34 eV

The geometry in ORCA input format:
```
! RIJCOSX wB97M-V def2-TZVPD def2/J DEFGRID3
* xyz 0 1
N -1.29944 2.12759 1.17849
C -0.83596 1.18752 0.68636
C -0.54284 -0.05801 0.00087
C 0.69792 -0.36497 -0.75656
N 0.38899 -1.08067 0.47213
H -1.47032 -0.46425 -0.38579
H 0.56647 -0.93943 -1.67008
H 1.53013 0.33428 -0.76401
H 0.96504 -0.74205 1.23859
*
```

=====

The molecule C3H4N2O at a distorted geometry, computed with ωB97M-V/def2-TZVPD.

Output
Maximum force ... 0.021 hartree/bohr
SMILES ... N#CCNC=O
Total energy ... -8202.841 eV
Lowest unoccupied orbital energy ... 0.595 eV
Kohn-Sham gap ... 10.95 eV
Molar mass ... 84.1 g/mol
Highest occupied orbital energy ... -10.35 eV

The geometry in ORCA input format:
```
! RIJCOSX wB97M-V def2-TZVPD def2/J DEFGRID3
* xyz 0 1
N 1.20732 0.57534 -1.96743
C 0.22293 0.17180 -1.52080
C -0.83321 -0.33129 -0.62365
N -0.54425 0.11901 0.72693
C 0.75392 -0.01187 1.17612
O 1.62232 -0.59485 0.56979
H -0.85610 -1.42443 -0.66134
H -1.82229 0.02320 -0.92144
H -1.03935 0.94538 1.03317
H 0.93240 0.50593 2.13326
*
```

=====

The molecule C3H4N2O at a distorted geometry, computed with ωB97M-V/def2-TZVPD.

Output
Maximum force ... 0.028 hartree/bohr
SMILES ... O=c1[nH]cc[nH]1
Total energy ... -8203.400 eV
Lowest unoccupied orbital energy ... 0.868 eV
Kohn-Sham gap ... 9.04 eV
Molar mass ... 84.1 g/mol
Highest occupied orbital energy ... -8.18 eV

The geometry in ORCA input format:
```
! RIJCOSX wB97M-V def2-TZVPD def2/J DEFGRID3
* xyz 0 1
O 0.29460 -0.36974 -2.45167
C 0.14945 -0.19931 -1.25717
N -1.05703 0.06687 -0.50255
C -0.74147 0.31253 0.82936
C 0.54089 0.00999 1.02487
N 1.07884 -0.43655 -0.17716
H -1.96563 0.42068 -0.79351
H -1.36443 0.89646 1.48786
H 1.14372 0.30804 1.86735
H 2.09084 -0.53763 -0.17816
*
```

=====

A cluster of 2 separate species, C3H4N2O in total at a distorted geometry, computed with ωB97M-V/def2-TZVPD.

Output
Maximum force ... 0.072 hartree/bohr
Total energy ... -8199.789 eV
Lowest unoccupied orbital energy (alpha / beta) ... -1.405 / -1.404 eV
Kohn-Sham gap (alpha / beta) ... 8.58 / 8.58 eV
Molar mass ... 84.1 g/mol
Highest occupied orbital energy (alpha / beta) ... -9.98 / -9.98 eV

The geometry in ORCA input format:
```
! RIJCOSX wB97M-V def2-TZVPD def2/J DEFGRID3
* xyz 0 1
C -1.36714 -1.77374 1.56956
C 0.47345 -0.10340 0.76279
C 0.01694 0.12531 -0.61671
N -2.10211 -2.56139 1.96388
N 0.60788 1.26173 -1.27625
O 1.28822 0.23836 1.52608
H -1.07338 0.22081 -0.62347
H 0.26017 -0.79335 -1.16487
H 1.62006 1.24488 -1.24821
H 0.27592 2.14079 -0.89281
*
```

=====

The molecule C3H4N2O, computed with ωB97M-V/def2-TZVPD.

Output
Maximum force ... 0.009 hartree/bohr
Total energy ... -8199.339 eV
Lowest unoccupied orbital energy ... -0.098 eV
Kohn-Sham gap ... 7.59 eV
Molar mass ... 84.1 g/mol
Highest occupied orbital energy ... -7.69 eV

The geometry in ORCA input format:
```
! RIJCOSX wB97M-V def2-TZVPD def2/J DEFGRID3
* xyz 0 1
N -0.58493 -1.36834 -0.62158
C -0.03208 -0.14032 -0.07993
C 1.09453 0.32886 -0.64531
N 1.30647 1.51616 0.14806
C 0.35453 1.57797 1.00528
O -0.57436 0.56637 0.95964
H -0.59887 -2.18818 -0.00476
H -1.47973 -1.29656 -1.11885
H 0.20656 -1.43850 -1.30921
H 0.18952 2.32874 1.76798
*
```

=====

The molecule C3H4N2O at a distorted geometry, computed with ωB97M-V/def2-TZVPD.

Output
Maximum force ... 0.053 hartree/bohr
SMILES ... Oc1ccn[nH]1
Total energy ... -8199.860 eV
Lowest unoccupied orbital energy (alpha / beta) ... -0.185 / -0.185 eV
Kohn-Sham gap (alpha / beta) ... 8.22 / 8.22 eV
Molar mass ... 84.1 g/mol
Highest occupied orbital energy (alpha / beta) ... -8.41 / -8.41 eV

The geometry in ORCA input format:
```
! RIJCOSX wB97M-V def2-TZVPD def2/J DEFGRID3
* xyz 0 1
O -0.61777 -1.56079 0.51443
C 0.25886 -0.42629 0.74901
C -0.61607 0.59596 0.37989
C -0.16696 1.06847 -0.83269
N 1.04315 0.55940 -1.12016
N 1.28822 -0.34392 -0.18535
H -1.19613 -1.65454 1.26982
H -1.55497 0.74213 0.89463
H -0.68131 1.69831 -1.54089
H 2.24299 -0.67873 -0.12870
*
```

=====

The molecule C3H4N2O, computed with ωB97M-V/def2-TZVPD.

Output
Maximum force ... 0.007 hartree/bohr
SMILES ... O[C@H]1C=CN=N1
Total energy ... -8201.312 eV
Lowest unoccupied orbital energy ... -0.130 eV
Kohn-Sham gap ... 9.54 eV
Molar mass ... 84.1 g/mol
Highest occupied orbital energy ... -9.67 eV

The geometry in ORCA input format:
```
! RIJCOSX wB97M-V def2-TZVPD def2/J DEFGRID3
* xyz 0 1
O 0.89736 1.09734 1.45291
C 0.60780 0.22422 0.41426
C -0.74604 -0.41706 0.29866
C -1.02223 -0.41001 -1.00344
N -0.01391 0.32590 -1.72858
N 0.86452 0.74567 -0.94668
H 0.50098 1.95635 1.26157
H 1.33795 -0.59650 0.48861
H -1.29958 -0.86668 1.11211
H -1.83824 -0.85290 -1.56037
*
```

=====

The molecule C3H4N2O at a distorted geometry, computed with ωB97M-V/def2-TZVPD.

Output
Maximum force ... 0.067 hartree/bohr
SMILES ... O=C1C=NCN1
Total energy ... -8202.664 eV
Lowest unoccupied orbital energy ... 0.333 eV
Kohn-Sham gap ... 10.18 eV
Molar mass ... 84.1 g/mol
Highest occupied orbital energy ... -9.85 eV

The geometry in ORCA input format:
```
! RIJCOSX wB97M-V def2-TZVPD def2/J DEFGRID3
* xyz 0 1
O -0.58855 -1.10238 2.05184
C -0.39893 -0.50727 0.98907
C -0.96061 0.78600 0.50297
N -0.36974 1.22433 -0.54304
C 0.58640 0.28935 -0.98078
N 0.43264 -0.88634 -0.05842
H -1.68912 1.28389 0.99531
H 0.45086 0.26536 -2.07409
H 1.67493 0.50058 -0.76884
H 0.86212 -1.85352 -0.11403
*
```

=====

The molecule C3H4N2O at a distorted geometry, computed with ωB97M-V/def2-TZVPD.

Output
Maximum force ... 0.110 hartree/bohr
SMILES ... N#CC(=O)CN
Total energy ... -8201.587 eV
Lowest unoccupied orbital energy ... -0.496 eV
Kohn-Sham gap ... 9.85 eV
Molar mass ... 84.1 g/mol
Highest occupied orbital energy ... -10.34 eV

The geometry in ORCA input format:
```
! RIJCOSX wB97M-V def2-TZVPD def2/J DEFGRID3
* xyz 0 1
N 3.94761 0.73754 -0.01685
C 2.98025 0.12796 0.03729
C 1.70180 -0.58917 -0.01041
O 1.66706 -1.76375 0.26087
C 0.56416 0.37025 -0.25990
N -0.89927 -0.38897 -0.02368
H 0.47386 0.84003 -1.16981
H 0.75353 1.18433 0.43414
H -1.10052 -1.23506 -0.51574
H -0.88697 -0.75925 0.91745
*
```

=====

The molecule C3H4N2O at a distorted geometry, computed with ωB97M-V/def2-TZVPD.

Output
Maximum force ... 0.022 hartree/bohr
SMILES ... [H]/N=C/OCC#N
Total energy ... -8202.399 eV
Lowest unoccupied orbital energy ... 0.759 eV
Kohn-Sham gap ... 11.73 eV
Molar mass ... 84.1 g/mol
Highest occupied orbital energy ... -10.97 eV

The geometry in ORCA input format:
```
! RIJCOSX wB97M-V def2-TZVPD def2/J DEFGRID3
* xyz 0 1
H -1.07429 0.77717 -2.50049
N -0.53439 0.36584 -1.74426
C -1.17388 0.41709 -0.65824
O -0.68913 -0.03901 0.51438
C 0.63170 -0.56824 0.48906
C 1.34201 -0.11106 1.69116
N 1.92807 0.24007 2.62336
H -2.17596 0.81903 -0.49102
H 1.16128 -0.23873 -0.40937
H 0.58459 -1.66217 0.48541
*
```

=====

A cluster of 2 separate species, C3H4N2O in total at a distorted geometry, computed with ωB97M-V/def2-TZVPD.

Output
Maximum force ... 0.020 hartree/bohr
SMILES ... NC#[N+][O-].C#C
Total energy ... -8197.946 eV
Lowest unoccupied orbital energy ... 0.433 eV
Kohn-Sham gap ... 9.20 eV
Molar mass ... 84.1 g/mol
Highest occupied orbital energy ... -8.77 eV

The geometry in ORCA input format:
```
! RIJCOSX wB97M-V def2-TZVPD def2/J DEFGRID3
* xyz 0 1
N -2.07018 -0.32887 -0.10002
C -0.80335 -0.78684 -0.00668
N 0.15017 -1.44896 0.07641
O 1.29863 -1.85427 0.15618
H -2.39640 0.19835 0.69942
H -2.30716 0.09766 -0.98587
C 2.03438 0.70297 0.08571
C 1.01232 1.33276 -0.00458
H 2.92995 0.12889 0.16526
H 0.15166 1.95831 -0.08583
*
```

=====

The molecule C3H4N2O, computed with ωB97M-V/def2-TZVPD.

Output
Maximum force ... 0.007 hartree/bohr
Total energy ... -8199.747 eV
Lowest unoccupied orbital energy ... -0.395 eV
Kohn-Sham gap ... 8.41 eV
Molar mass ... 84.1 g/mol
Highest occupied orbital energy ... -8.81 eV

The geometry in ORCA input format:
```
! RIJCOSX wB97M-V def2-TZVPD def2/J DEFGRID3
* xyz 0 1
O 1.12712 0.33452 1.54171
C 0.27485 0.07559 0.34985
C -0.04137 -0.99502 -0.45721
C -0.81438 -0.28970 -1.40583
N -0.89370 1.02346 -1.14630
N -0.19405 1.24369 -0.02280
H 0.70238 0.01812 2.36295
H 0.20275 -2.04550 -0.40643
H -1.31382 -0.69408 -2.27802
H 0.95024 1.32893 1.46207
*
```

=====

The molecule C3H4N2O at a distorted geometry, computed with ωB97M-V/def2-TZVPD.

Output
Maximum force ... 0.051 hartree/bohr
SMILES ... C=N/N=C/C=O
Total energy ... -8200.699 eV
Lowest unoccupied orbital energy ... -0.535 eV
Kohn-Sham gap ... 9.75 eV
Molar mass ... 84.1 g/mol
Highest occupied orbital energy ... -10.28 eV

The geometry in ORCA input format:
```
! RIJCOSX wB97M-V def2-TZVPD def2/J DEFGRID3
* xyz 0 1
C -0.81143 1.59229 1.25369
N 0.33640 1.45444 0.66087
N 0.72612 0.18874 0.41170
C 0.26704 -0.38626 -0.63020
C 0.75581 -1.71861 -1.05858
O 1.58359 -2.38653 -0.44761
H -1.09241 2.52685 1.69230
H -1.49512 0.77490 1.39327
H -0.43441 0.04728 -1.30074
H 0.16441 -2.09310 -1.97469
*
```

=====

A cluster of 2 separate species, C3H4N2O in total at a distorted geometry, computed with ωB97M-V/def2-TZVPD.

Output
Maximum force ... 0.045 hartree/bohr
SMILES ... C=C=O.N#CN
Total energy ... -8201.062 eV
Lowest unoccupied orbital energy ... 0.626 eV
Kohn-Sham gap ... 10.08 eV
Molar mass ... 84.1 g/mol
Highest occupied orbital energy ... -9.46 eV

The geometry in ORCA input format:
```
! RIJCOSX wB97M-V def2-TZVPD def2/J DEFGRID3
* xyz 0 1
C -2.00849 0.07447 0.20312
C -1.02855 -0.77431 0.23628
O -0.25163 -1.64533 0.16088
H -2.11972 1.05286 0.65908
H -2.60762 -0.84167 0.53113
N 0.10860 1.58701 -0.53367
C 1.03933 0.89573 -0.49676
N 2.11909 0.09680 -0.49358
H 2.85265 0.41420 0.12526
H 1.88344 -0.88246 -0.37657
*
```

=====

The molecule C3H4N2O at a distorted geometry, computed with ωB97M-V/def2-TZVPD.

Output
Maximum force ... 0.065 hartree/bohr
SMILES ... Nc1cnoc1
Total energy ... -8201.354 eV
Lowest unoccupied orbital energy ... 0.813 eV
Kohn-Sham gap ... 9.30 eV
Molar mass ... 84.1 g/mol
Highest occupied orbital energy ... -8.48 eV

The geometry in ORCA input format:
```
! RIJCOSX wB97M-V def2-TZVPD def2/J DEFGRID3
* xyz 0 1
N 0.62985 0.74766 1.82309
C 0.19600 0.24186 0.63736
C -0.14366 -1.10286 0.26181
N -0.43987 -1.14856 -1.00518
O -0.29980 0.06713 -1.54548
C -0.00009 0.92565 -0.54540
H 0.40386 0.16006 2.67214
H 0.29945 1.78678 1.88730
H -0.10313 -2.05482 0.82839
H 0.15487 1.98939 -0.87199
*
```

=====

The molecule C3H4N2O, computed with ωB97M-V/def2-TZVPD.

Output
Maximum force ... 0.007 hartree/bohr
Total energy ... -8200.153 eV
Lowest unoccupied orbital energy ... 0.751 eV
Kohn-Sham gap ... 10.31 eV
Molar mass ... 84.1 g/mol
Highest occupied orbital energy ... -9.56 eV

The geometry in ORCA input format:
```
! RIJCOSX wB97M-V def2-TZVPD def2/J DEFGRID3
* xyz 0 1
N 1.78002 0.04397 0.41777
C 0.38997 0.17923 0.29916
C -0.28202 1.22322 -0.45065
O -1.55678 0.70083 -0.51369
C -1.57022 -0.54444 0.03809
N -0.46953 -0.94090 0.53807
H 2.24744 0.09403 -0.47610
H 2.02118 -0.80923 0.90338
H 0.01279 1.07473 1.00719
H -2.51478 -1.07197 0.01310
*
```

=====

Record-wise energy above the lowest of the compared OMol25 structures with the same formula, charge and spin values, in kJ/mol: 564.7; 161.0; 172.9; 211.9; 155.3; 100.8; 46.8; 395.2; 438.6; 388.4; 248.3; 117.8; 221.8; 143.4; 573.1; 399.3; 307.4; 272.4; 244.2; 360.2